No. 1
DFT (the ωB97M-V functional and the def2-TZVPD basis) results for a molecular structure, C19H21ClN2O2S in a non-equilibrium geometry.

Computed properties:
- LUMO: 0.004 Ha
- Relative energy (zero: lowest compared OMol25 entry of this formula, charge and spin): 1521.7 kJ/mol
- Electronic energy: -1854.43560 Ha
- Maximum force: 0.279 Eh/bohr

The geometry in ORCA input format:
```
! RIJCOSX wB97M-V def2-TZVPD def2/J DEFGRID3
* xyz 0 1
O -1.0139 -1.8227 0.5978
C -0.4850 -0.7007 0.3683
N 0.8432 -0.3262 0.3822
C 1.3812 0.8170 0.1141
H 0.6214 1.4704 -0.1232
C 2.1136 0.6269 -1.0910
N 3.0445 -0.4813 -0.8822
C 4.3802 -0.0951 -0.6350
C 5.3400 -1.0713 -0.7301
C 6.7115 -0.9363 -0.1796
C 6.9605 0.5182 0.4425
C 5.9511 1.4050 0.4310
C 4.7885 0.9122 -0.0351
H 4.0740 1.9825 0.2329
H 6.2972 2.2432 0.8582
O 8.2273 0.4531 0.9961
H 8.4323 1.2042 1.3013
H 7.3891 -1.7084 -0.1890
H 5.2704 -1.9246 -1.1859
C 2.4395 -1.5621 -0.6449
H 3.1492 -2.4156 -0.7450
C 1.5185 -1.4092 0.6799
H 1.0706 -2.3088 0.7567
H 2.2371 -1.2582 1.5481
H 1.8037 -1.6764 -1.8431
H 2.7545 1.6744 -1.3882
H 1.5052 0.2868 -1.9749
H 2.0186 1.2480 0.9551
C -1.6576 0.4568 0.2822
C -2.9836 -0.0328 0.2986
H -3.2196 -0.3195 1.1524
H -3.2283 -0.7558 -0.6815
S -4.0995 1.4697 -0.0187
C -5.7685 0.5970 -0.0209
C -6.8404 1.5376 -0.2064
C -8.0669 1.3507 -0.1599
C -8.3287 -0.1920 -0.1436
C -7.3116 -1.0604 0.5067
C -6.0228 -0.5767 0.2443
H -5.3216 -1.1958 0.4914
H -7.4303 -2.2027 0.5760
Cl -10.1235 -0.7067 0.2840
H -9.0259 1.7871 -0.3314
H -6.6464 2.5068 -0.3580
H -1.5157 1.2990 0.8798
H -1.2330 0.8927 -0.8123
*
```

***

No. 2
DFT (the ωB97M-V functional and the def2-TZVPD basis) results for a molecular structure, C19H21ClN2PSV in a non-equilibrium geometry.

Computed properties:
- LUMO (spin up / spin down): -0.329 / -0.300 Ha
- Electronic energy: -2989.29282 Ha
- Maximum force: 0.102 Eh/bohr

The geometry in ORCA input format:
```
! RIJCOSX wB97M-V def2-TZVPD def2/J DEFGRID3
* xyz 2 3
V 0.0320 0.0669 2.2091
Cl 2.1640 -0.2194 2.7233
P 0.0644 -0.0067 -0.1040
C -0.6306 1.5091 -0.8892
C -1.8365 1.5067 -1.6042
C -2.3001 2.6834 -2.1978
C -1.6038 3.8825 -2.0174
C -0.4532 3.9113 -1.2208
C 0.0292 2.7311 -0.6553
C 1.6473 -0.2176 -1.0303
C 2.3316 -1.4318 -0.8441
C 3.5696 -1.6439 -1.4505
C 4.1511 -0.6297 -2.2250
C 3.4556 0.5600 -2.4493
C 2.1943 0.7537 -1.8778
C -0.8591 -1.3574 -0.9257
C -1.5266 -2.3180 -0.1519
C -2.2899 -3.2966 -0.7886
C -2.3911 -3.3202 -2.1823
C -1.7017 -2.3790 -2.9574
C -0.9277 -1.4005 -2.3260
H 1.8845 -2.2151 -0.2256
H 4.0835 -2.5971 -1.3093
H 5.1434 -0.7742 -2.6509
H 3.8871 1.3465 -3.0684
H 1.6463 1.6663 -2.1008
H -2.4218 0.5926 -1.6909
H -3.2061 2.6563 -2.8051
H -1.9649 4.7980 -2.4867
H 0.0713 4.8522 -1.0482
H 0.9253 2.7569 -0.0269
H -1.4441 -2.2961 0.9388
H -2.8209 -4.0422 -0.1983
H -3.0143 -4.0656 -2.6756
H -1.7681 -2.3867 -4.0475
H -0.3788 -0.6693 -2.9251
H -1.4642 1.1919 1.7277
H -1.7176 0.4900 1.4604
N 0.0765 -1.2134 6.0670
C -0.3013 -0.1091 5.4125
N 0.0026 1.0866 5.9402
S -1.3743 -0.2628 4.0532
H 0.7735 -1.1791 6.8106
H -0.1423 -2.1123 5.6658
H -0.2720 1.9289 5.4532
H 0.6778 1.1730 6.6952
*
```

***

No. 3
DFT (the ωB97M-V functional and the def2-TZVPD basis) results for C19H21ClN6O in the gas phase in a non-equilibrium geometry.

Computed properties:
- Structure (SMILES): CN1CCC(Nc2ncc(C(N)=O)c3nc(-c4ccc(Cl)cc4)cn23)CC1
- LUMO: -0.009 Ha
- Relative energy (zero: lowest compared OMol25 entry of this formula, charge and spin): 0.0 kJ/mol
- Electronic energy: -1600.60794 Ha
- Maximum force: 0.061 Eh/bohr

The geometry in ORCA input format:
```
! RIJCOSX wB97M-V def2-TZVPD def2/J DEFGRID3
* xyz 0 1
O -0.6363 -1.9925 5.4117
Cl 0.6789 8.1991 0.9133
N 0.1153 1.4861 2.8969
N 0.5494 -2.3351 1.4767
C -0.5676 -0.9666 4.7513
C 0.2408 0.2257 2.6183
C 0.7843 -1.2601 0.8058
C 0.1324 -2.2011 2.8110
C -0.0578 -0.9812 3.3977
C 0.4835 2.1701 1.7174
C 0.7980 1.2934 0.7553
C 0.3299 5.9083 2.3932
C 0.9650 5.5647 0.0943
C 0.2763 4.5010 2.5613
C 0.9186 4.1701 0.2596
C 0.6651 6.4368 1.1453
C 0.5516 3.6304 1.5072
N -1.0943 0.1753 5.2988
N 0.6730 0.0402 1.3334
N -0.6312 -2.8945 -4.0114
N 1.1596 -1.4849 -0.4967
C -1.3886 -3.5019 -5.1107
C -0.2340 -3.8405 -2.9805
C -1.2126 -1.6232 -3.4449
C 0.7696 -3.1728 -2.0782
C -0.3013 -0.9271 -2.4667
C 0.1488 -1.9593 -1.4137
H -0.1072 -3.1414 3.3253
H 1.1146 1.4977 -0.2220
H 0.0865 6.5321 3.2296
H 1.2095 5.9635 -0.8853
H -0.1256 4.1929 3.4863
H 1.1479 3.5220 -0.5899
H -1.1674 0.2087 6.3083
H -0.8649 1.0155 4.8010
H 2.0052 -2.0543 -0.5023
H -1.5636 -2.7869 -5.9072
H -2.3711 -3.9077 -4.8584
H -0.8142 -4.3585 -5.4951
H 0.2349 -4.7303 -3.4217
H -1.0761 -4.1762 -2.3688
H -2.1880 -1.8336 -3.0384
H -1.4176 -0.8679 -4.2380
H 1.6851 -2.9628 -2.6559
H 1.0651 -3.8854 -1.3155
H -0.8145 -0.1511 -1.9628
H 0.5596 -0.4411 -2.9857
H -0.7144 -2.2956 -0.8494
*
```

***

No. 4
DFT (the ωB97M-V functional and the def2-TZVPD basis) results for 2 unconnected molecules or ions with the total composition C19H21F2O in a non-equilibrium geometry.

Computed properties:
- LUMO: -0.201 Ha
- Relative energy (zero: lowest compared OMol25 entry of this formula, charge and spin): 248.8 kJ/mol
- Electronic energy: -1011.17047 Ha
- Maximum force: 0.086 Eh/bohr

The geometry in ORCA input format:
```
! RIJCOSX wB97M-V def2-TZVPD def2/J DEFGRID3
* xyz 1 1
C 2.5229 4.5161 -3.2139
C 1.3920 4.5656 -2.2202
O 1.1754 3.2130 -1.7263
C 0.6744 2.9954 -0.5130
C 0.8653 1.7961 0.1802
H 2.6195 5.4748 -3.7344
H 3.4830 4.3384 -2.7219
H 2.3620 3.7527 -3.9854
H 1.5956 5.2551 -1.3938
H 0.5144 4.9278 -2.7702
H 0.0331 3.7965 -0.0828
H 1.0647 2.0151 1.2531
H 1.3449 0.9313 -0.2416
C -3.2418 -1.8163 -3.7633
C -2.2188 -1.4393 -2.7385
C -1.4857 -2.3518 -1.9733
F -1.7085 -3.6905 -2.2130
C -0.6336 -1.9588 -0.9382
C -0.5675 -0.5666 -0.5838
C -0.1352 0.0337 0.6787
C 0.1630 -0.9059 1.7888
C -0.6547 -2.0445 2.1489
C -0.3797 -2.7681 3.3204
F -1.1607 -3.8559 3.6739
C 0.6354 -2.4276 4.2147
C 0.9853 -3.2117 5.4353
C 1.4336 -1.3407 3.8347
C 1.2159 -0.5983 2.6787
C -1.0598 0.3454 -1.5414
C -1.8784 -0.0961 -2.5646
H -3.4581 -0.9209 -4.3550
H -2.9612 -2.6100 -4.4668
H -4.2130 -2.0799 -3.3332
H -0.1234 -2.7604 -0.3902
H -0.8172 0.8589 1.0336
H -1.5419 -2.3501 1.5637
H 1.6408 -2.6049 6.0529
H 0.1536 -3.5053 6.0719
H 1.5607 -4.1131 5.2186
H 2.2236 -1.0781 4.5308
H 1.8509 0.2602 2.4528
H -0.8662 1.4167 -1.4475
H -2.4047 0.6019 -3.2195
*
```

***

No. 5
DFT (the ωB97M-V functional and the def2-TZVPD basis) results for C19H21F3N2O3S in the gas phase in a non-equilibrium geometry.

Computed properties:
- Structure (SMILES): Cc1ccc(S(=O)(=O)Nc2cc(C(F)(F)F)ccc2N2CCOCC2)cc1C
- LUMO: 0.016 Ha
- Relative energy (zero: lowest compared OMol25 entry of this formula, charge and spin): 0.0 kJ/mol
- Electronic energy: -1769.65083 Ha
- Maximum force: 0.020 Eh/bohr

The geometry in ORCA input format:
```
! RIJCOSX wB97M-V def2-TZVPD def2/J DEFGRID3
* xyz 0 1
C 4.1928 -2.7207 -1.2926
C 3.4565 -1.5371 -0.7489
C 3.2615 -1.4059 0.6203
C 2.5895 -0.3164 1.1469
C 2.1055 0.6417 0.2822
C 2.2888 0.5362 -1.0819
C 2.9699 -0.5482 -1.6155
C 3.1818 -0.6534 -3.0934
H 4.2458 -0.6880 -3.3236
H 2.7306 -1.5653 -3.4827
H 2.7449 0.1987 -3.6062
H 1.9124 1.3214 -1.7199
S 1.1822 2.0405 0.8946
O 1.1472 2.0241 2.3222
O 1.5815 3.2383 0.2191
N -0.3789 1.7545 0.2975
C -0.9698 0.5037 0.3903
C -0.6529 -0.3372 1.4442
C -1.1691 -1.6271 1.4821
C -2.0078 -2.0834 0.4788
C -2.3671 -1.2245 -0.5458
C -1.8784 0.0753 -0.6026
N -2.1917 0.9771 -1.6303
C -2.6632 0.4425 -2.8942
H -2.0495 -0.4147 -3.1752
C -2.5192 1.5476 -3.9462
O -3.2626 2.6904 -3.5984
C -2.8553 3.1966 -2.3480
H -3.4990 4.0524 -2.1409
C -2.9949 2.1362 -1.2544
H -2.6629 2.5299 -0.2945
H -4.0560 1.8506 -1.1698
H -1.8085 3.5342 -2.4030
H -2.9055 1.2142 -4.9106
H -1.4548 1.8095 -4.0496
H -3.7204 0.1374 -2.8458
H -3.0452 -1.5761 -1.3068
H -2.3943 -3.0897 0.5053
C -0.7611 -2.5110 2.6210
F 0.5771 -2.6848 2.6722
F -1.1115 -2.0125 3.8186
F -1.2897 -3.7423 2.5571
H -0.0034 0.0206 2.2253
H -0.5051 2.1971 -0.6014
H 2.4473 -0.2001 2.2085
H 3.6371 -2.1673 1.2867
H 3.5700 -3.2693 -1.9978
H 5.0886 -2.4011 -1.8237
H 4.4857 -3.3934 -0.4918
*
```

***

- Number 1 is which compound?
  C19H21ClN2O2S